Entry 1:
DFT (ωB97M-V with the def2-TZVPD basis set) results for a molecular structure, C2H8N2O2S in a non-equilibrium geometry.

Geometry as XYZ:
```
15
Properties=species:S:1:pos:R:3:lowdin_charge:R:1
C 1.565 0.797 1.017 -0.16
C -0.264 -0.958 -0.452 -0.30
N -0.479 0.975 -0.758 -0.01
N -1.551 -1.446 -0.136 0.01
O 1.811 -1.898 1.105 -0.32
O -0.133 -0.811 2.069 -0.35
S 0.839 -0.848 0.995 0.64
H 1.635 1.348 0.066 0.05
H 0.742 1.354 1.541 0.08
H 2.592 0.765 1.326 0.06
H -0.025 -1.288 -1.496 0.13
H -0.964 1.236 0.127 0.03
H -1.114 1.034 -1.515 -0.01
H -1.635 -1.541 0.868 0.06
H -1.699 -2.368 -0.545 0.09
```

Results
HOMO energy: -9.3 eV
E_LUMO: 0.776 eV
Net charge: 0

=====

Entry 2:
DFT (ωB97M-V with the def2-TZVPD basis set) results for a molecular structure, C63H68IIrO5PSi in a non-equilibrium geometry.

Geometry as XYZ:
```
140
Properties=species:S:1:pos:R:3:lowdin_charge:R:1
Ir 0.170 0.402 0.133 1.06
C -0.394 -5.834 3.094 0.03
C -1.138 -4.759 2.316 -0.57
C -2.557 -5.184 1.943 0.02
O -1.207 -3.557 3.064 -0.03
C -0.295 -2.617 2.501 -0.14
C -0.261 -3.063 1.039 -0.21
O -0.404 -4.469 1.137 -0.02
C 0.987 -2.743 0.177 -0.41
O 1.153 -1.377 -0.033 -0.36
C 2.182 -3.375 0.899 -0.13
C 2.602 -4.661 0.579 -0.01
C 3.645 -5.248 1.280 -0.08
C 4.276 -4.561 2.306 -0.09
C 3.838 -3.290 2.648 -0.07
C 2.787 -2.707 1.956 -0.07
C 0.850 -3.322 -1.244 -0.16
C -0.264 -3.976 -1.749 -0.09
C -0.364 -4.245 -3.111 -0.09
C 0.636 -3.858 -3.984 -0.10
C 1.772 -3.233 -3.482 -0.08
C 1.876 -2.982 -2.126 -0.04
C -0.674 -1.137 2.814 -0.42
O 0.250 -0.296 2.233 -0.27
C -0.592 -1.017 4.356 -0.12
C -1.568 -1.585 5.168 -0.02
C -1.480 -1.475 6.546 -0.08
C -0.422 -0.789 7.127 -0.10
C 0.553 -0.225 6.320 -0.09
C 0.471 -0.342 4.938 -0.02
C -2.106 -0.698 2.457 -0.16
C -2.328 0.678 2.494 -0.02
C -3.593 1.203 2.291 -0.08
C -4.655 0.359 1.997 -0.09
C -4.442 -1.008 1.954 -0.09
C -3.180 -1.539 2.195 -0.08
H -0.970 -6.136 3.967 0.09
H 0.566 -5.436 3.425 0.09
H -0.213 -6.691 2.448 0.09
H -3.204 -5.139 2.818 0.09
H -2.544 -6.195 1.538 0.09
H -2.943 -4.509 1.179 0.08
H 0.689 -2.769 2.951 0.15
H -1.143 -2.632 0.549 0.03
H 2.102 -5.209 -0.208 0.12
H 3.964 -6.250 1.020 0.10
H 5.093 -5.019 2.849 0.10
H 4.313 -2.752 3.459 0.11
H 2.419 -1.726 2.222 0.09
H -1.062 -4.290 -1.092 0.10
H -1.250 -4.738 -3.492 0.10
H 0.544 -4.045 -5.047 0.10
H 2.566 -2.922 -4.150 0.10
H 2.750 -2.488 -1.723 0.11
H -2.390 -2.120 4.716 0.11
H -2.246 -1.926 7.164 0.10
H -0.361 -0.697 8.204 0.10
H 1.383 0.308 6.767 0.10
H 1.222 0.098 4.295 0.10
H -1.498 1.329 2.723 0.10
H -3.744 2.270 2.385 0.09
H -5.646 0.761 1.828 0.10
H -5.273 -1.674 1.754 0.10
H -3.048 -2.608 2.200 0.09
I -2.265 -1.257 -1.209 1.29
C -3.999 -0.518 -2.169 -0.54
C -4.952 -1.475 -2.406 -0.16
C -6.136 -1.158 -3.082 -0.07
C -6.310 0.112 -3.545 -0.04
C -5.349 1.116 -3.296 -0.16
C -5.596 2.407 -3.799 -0.03
C -4.745 3.429 -3.506 -0.05
C -3.628 3.185 -2.705 -0.11
C -3.280 1.928 -2.243 -0.24
P -1.572 1.927 -1.406 1.04
C -1.733 3.556 -0.592 -0.39
C -0.842 4.618 -0.652 -0.09
C -1.073 5.759 0.103 -0.07
C -2.195 5.856 0.910 -0.08
C -3.090 4.798 0.974 -0.07
C -2.851 3.652 0.239 -0.12
C -0.738 2.057 -3.046 -0.37
C -0.832 3.157 -3.900 -0.11
C -0.421 3.059 -5.217 -0.07
C 0.102 1.868 -5.706 -0.07
C 0.263 0.793 -4.849 -0.08
C -0.155 0.888 -3.528 -0.15
C -4.153 0.837 -2.547 -0.18
H -4.786 -2.491 -2.074 0.09
H -6.893 -1.914 -3.237 0.11
H -7.202 0.384 -4.094 0.11
H -6.470 2.570 -4.416 0.12
H -4.920 4.429 -3.880 0.11
H -3.021 4.035 -2.441 0.09
H 0.021 4.577 -1.298 0.08
H -0.368 6.579 0.055 0.11
H -2.383 6.758 1.476 0.10
H -3.974 4.865 1.594 0.11
H -3.549 2.826 0.267 0.09
H -1.219 4.099 -3.538 0.10
H -0.521 3.919 -5.867 0.11
H 0.389 1.786 -6.746 0.10
H 0.718 -0.125 -5.199 0.11
H -0.018 0.041 -2.865 0.05
C 2.981 0.563 -2.575 -0.15
Si 2.945 1.522 -0.933 1.00
C 4.453 0.924 0.134 -0.61
C 3.993 -0.269 0.969 -0.12
C 4.985 1.986 1.103 -0.09
C 5.588 0.467 -0.788 -0.09
C 3.103 3.386 -1.454 -0.61
C 2.062 3.667 -2.537 -0.11
C 2.857 4.351 -0.291 -0.09
C 4.489 3.646 -2.054 -0.08
H 3.960 0.675 -3.046 0.04
H 2.235 0.943 -3.265 -0.01
H 2.785 -0.498 -2.432 0.01
H 3.210 0.036 1.665 0.07
H 4.824 -0.689 1.543 0.10
H 3.587 -1.057 0.338 0.06
H 4.192 2.363 1.750 0.08
H 5.444 2.826 0.584 0.06
H 5.753 1.542 1.741 0.09
H 5.274 -0.378 -1.400 0.08
H 6.439 0.142 -0.184 0.09
H 5.929 1.267 -1.446 0.07
H 1.082 3.339 -2.211 0.03
H 2.018 4.737 -2.764 0.10
H 2.293 3.144 -3.466 0.08
H 1.848 4.222 0.098 0.04
H 2.968 5.386 -0.628 0.09
H 3.563 4.189 0.522 0.07
H 4.679 2.987 -2.902 0.08
H 5.283 3.507 -1.324 0.06
H 4.539 4.677 -2.411 0.09
C 0.854 2.644 2.063 -0.23
O 0.392 2.359 0.780 -0.52
H 0.033 2.659 2.792 0.07
H 1.321 3.638 2.066 0.07
H 1.585 1.906 2.421 0.06
```

Results
HOMO energy (alpha / beta): -7.5 / -7.6 eV
<S²>: 0.8350
2S+1: 2
E_LUMO (alpha / beta): -1.559 / -1.433 eV
Net charge: 0